1.
This record from the Open Molecules 2025 dataset describes C14H7MgN3O6Se as an isolated structure. The level of theory is ωB97M-V/def2-TZVPD.

The geometry in XYZ format:
```
32
Properties=species:S:1:pos:R:3:forces:R:3
Mg 0.015722 0.214054 0.623540 0.180 -0.034 -0.140
O -2.258124 -5.276437 -0.466722 -0.026 -0.052 -0.005
C -1.691823 -4.075288 -0.232147 0.049 0.059 0.024
C -0.706377 -3.901011 0.744598 0.027 -0.025 -0.010
C -0.193036 -2.632077 0.908793 -0.053 -0.003 -0.040
N -0.609348 -1.639043 0.142336 -0.131 0.041 0.122
C -1.576926 -1.766815 -0.754334 0.049 -0.048 0.018
C -2.154740 -2.993628 -0.989806 -0.019 -0.039 -0.031
C -1.961408 -0.417327 -1.375501 -0.006 -0.050 -0.068
O -2.743612 -0.384747 -2.300841 0.001 0.020 0.015
O -1.367518 0.589130 -0.804172 0.099 0.071 0.046
C 0.792590 -2.156113 1.985490 -0.013 -0.062 0.127
O 1.388076 -2.980299 2.648474 -0.025 0.015 -0.007
O 0.854893 -0.864336 2.080673 0.092 0.168 -0.169
H -1.877298 -5.943493 0.116456 -0.003 0.033 -0.017
H -0.362643 -4.714561 1.370962 0.004 0.005 0.005
H -2.945819 -3.116432 -1.715094 0.002 0.007 -0.002
O -2.024071 1.847039 2.879912 0.041 0.284 0.089
C -1.119152 1.857204 2.222035 -0.085 -0.471 -0.129
Se 0.833680 2.063094 -1.983444 -0.098 0.039 -0.064
N 1.448010 1.268060 -0.508230 -0.239 0.092 0.405
C 2.611543 1.815999 -0.186460 0.044 0.030 -0.265
C 3.405362 1.455999 0.939362 0.066 -0.016 0.112
C 4.577536 2.113582 1.122428 -0.076 -0.087 0.043
C 5.025569 3.136930 0.225366 0.015 0.084 -0.092
C 4.299851 3.503566 -0.858087 0.101 0.042 0.030
C 3.057600 2.844330 -1.097848 -0.132 -0.174 0.085
N 2.243918 3.097580 -2.107664 0.113 0.072 -0.094
H 3.062088 0.675087 1.608011 0.017 0.000 0.006
H 5.203525 1.861022 1.968075 -0.008 -0.011 0.005
H 5.972017 3.620028 0.428488 -0.002 0.007 -0.009
H 4.625916 4.271240 -1.545655 0.016 0.003 0.011
```
Positions in Å, forces in eV/Å.

Output
energy relative to the best compared isomer or geometry (same formula, charge and spin) = 0.221 eV
charge = 0
Kohn-Sham gap = 0.29497 Eh

***

2.
This record from the Open Molecules 2025 dataset describes C14H8AlBrCl44O2PS as an isolated structure in a non-equilibrium geometry. The level of theory is ωB97M-V/def2-TZVPD.

The geometry in XYZ format:
```
72
Properties=species:S:1:pos:R:3:forces:R:3
C 2.675001 -4.839981 -3.881312 0.124 -0.171 -0.048
C 2.125281 -4.272184 -5.174233 0.098 0.070 0.217
O 2.048566 -4.929553 -6.177535 0.144 0.051 -0.107
O 1.805123 -2.969924 -5.158021 -0.260 -0.074 -0.086
C 0.943221 -2.514280 -4.067647 -0.429 -0.165 -0.020
Al -0.982802 -3.114446 -4.125874 -0.044 0.311 -0.253
Br -1.958147 -2.613052 -6.207080 0.125 -0.138 0.118
P -1.104782 -5.497016 -3.760514 -0.790 0.600 0.151
S -2.951186 -6.086294 -3.278450 0.040 -0.065 -0.218
H 3.059904 -4.064345 -3.221903 -0.079 -0.015 0.032
H 3.481558 -5.525401 -4.142258 -0.075 0.005 -0.007
H 1.909348 -5.421435 -3.364363 0.008 0.094 0.025
H 0.914895 -1.428325 -4.159514 0.240 -0.002 -0.004
H 1.371120 -2.763249 -3.090516 0.202 0.125 -0.092
H -1.837328 -2.393233 -2.990188 0.084 -0.093 0.146
H -0.542269 -6.233666 -4.822557 0.263 -0.173 0.181
H -0.243715 -5.761150 -2.668461 0.294 -0.263 -0.210
C -4.327182 -5.383093 0.453496 0.023 -0.005 -0.014
Cl -4.199199 -3.989002 -0.599187 0.037 0.048 0.031
Cl -2.805374 -6.273469 0.488398 0.018 0.002 0.010
Cl -4.712584 -4.840622 2.106742 -0.005 -0.007 -0.032
Cl -5.617743 -6.449336 -0.116071 -0.001 -0.013 -0.007
C -4.899198 -1.564080 4.984179 0.063 -0.048 -0.039
Cl -6.178752 -0.355225 4.874601 -0.032 0.028 0.009
Cl -5.605476 -3.178465 4.898023 -0.043 0.004 0.072
Cl -3.758456 -1.344550 3.663258 0.000 -0.002 -0.015
Cl -4.046473 -1.390039 6.532519 0.049 -0.138 -0.078
C -1.296129 -10.497337 -2.247248 0.122 -0.011 0.012
Cl -2.875671 -11.087669 -2.780129 -0.019 -0.013 -0.003
Cl -0.027015 -11.471744 -3.020163 0.002 0.003 -0.002
Cl -1.122601 -8.811203 -2.674039 -0.098 -0.153 0.058
Cl -1.170421 -10.691193 -0.487550 -0.001 -0.004 0.012
C 2.588813 0.513612 -1.913104 0.000 -0.016 -0.069
Cl 2.681254 -1.083354 -1.171675 0.006 0.021 0.098
Cl 3.687784 0.581119 -3.291278 -0.120 -0.074 -0.079
Cl 0.945129 0.839926 -2.450479 -0.029 0.014 0.074
Cl 3.068247 1.736339 -0.716815 0.018 0.019 0.005
C 7.733744 2.570000 -2.969901 -0.020 -0.030 -0.006
Cl 6.360782 2.148539 -1.954537 0.118 0.083 0.062
Cl 9.123675 2.989410 -1.952741 0.023 0.005 0.022
Cl 8.156796 1.196725 -3.995866 0.004 -0.011 -0.002
Cl 7.321040 3.954062 -3.985437 -0.173 -0.076 0.002
C -5.894045 2.584080 8.654549 0.013 -0.058 -0.091
Cl -5.000086 1.270901 7.895741 -0.061 0.147 0.074
Cl -6.643691 3.584263 7.397660 0.041 -0.014 0.016
Cl -7.154882 1.892614 9.692622 0.125 0.014 -0.076
Cl -4.801942 3.588586 9.603755 0.024 0.006 0.050
C -11.454475 2.401641 8.048293 -0.003 -0.001 0.008
Cl -12.397323 3.573600 8.977402 -0.006 0.008 0.006
Cl -9.800054 2.982353 7.868477 -0.178 0.020 -0.067
Cl -11.439097 0.853690 8.902598 -0.002 -0.009 0.007
Cl -12.187522 2.187022 6.457037 -0.004 -0.002 -0.012
C 10.775893 6.876122 -5.058478 0.029 0.021 -0.009
Cl 11.885295 6.192763 -6.250102 0.009 -0.007 -0.012
Cl 10.179917 5.603372 -4.000776 0.154 0.089 -0.004
Cl 11.630860 8.096038 -4.098571 -0.172 -0.150 -0.006
Cl 9.416205 7.639200 -5.888653 -0.009 0.005 -0.009
C -6.252115 3.872441 14.118401 0.009 0.004 0.004
Cl -7.769134 4.397475 14.856952 -0.013 0.004 0.004
Cl -6.583972 3.064601 12.588472 -0.016 0.043 0.161
Cl -5.224882 5.281755 13.824540 0.005 0.008 0.002
Cl -5.421623 2.760597 15.211919 0.006 -0.010 0.007
C -3.955277 1.186815 -7.272375 0.020 -0.017 0.051
Cl -5.335583 0.719216 -6.274545 -0.008 -0.004 0.007
Cl -2.575304 1.546587 -6.234532 0.011 0.006 0.004
Cl -3.546991 -0.120531 -8.369030 -0.019 0.014 -0.080
Cl -4.378993 2.640138 -8.204438 -0.005 0.007 -0.008
C 14.839788 11.446969 -2.823421 -0.022 -0.008 0.021
Cl 15.306644 11.084569 -1.159789 0.005 -0.003 0.015
Cl 14.059399 13.029492 -2.884840 -0.006 0.015 -0.001
Cl 16.276330 11.457929 -3.849726 0.015 0.002 -0.009
Cl 13.716208 10.213413 -3.403095 0.170 0.144 0.001
```
Positions in Å, forces in eV/Å.

Output
energy relative to the best compared isomer or geometry (same formula, charge and spin) = 0.000 eV
charge = -1
Kohn-Sham gap = 0.21025 Eh

***

3.
This record from the Open Molecules 2025 dataset describes C14H8F6MoN4O6S2 as an isolated structure. The level of theory is ωB97M-V/def2-TZVPD.

The geometry in XYZ format:
```
41
Properties=species:S:1:pos:R:3:forces:R:3
Mo -0.075160 -0.225546 0.261472 -0.413 0.300 0.385
O 1.557543 -0.160843 4.023882 0.054 -0.116 -0.022
C 1.354968 -0.206091 2.855518 -0.146 0.328 0.021
N 0.130311 -0.528732 2.210184 0.140 0.023 0.036
C -0.942874 -1.099204 2.947400 0.199 -0.344 0.051
O -1.063183 -1.145011 4.126460 -0.071 0.121 -0.018
C -1.877058 -1.770336 1.982257 -0.167 0.041 0.004
C -2.969921 -2.499278 2.374800 0.027 0.016 -0.039
C -3.728756 -3.129467 1.389085 0.007 -0.004 0.032
C -3.363035 -3.008946 0.055757 0.024 0.011 -0.040
C -2.256861 -2.253024 -0.278105 -0.047 -0.013 0.022
N -1.536487 -1.634094 0.680307 0.156 -0.123 -0.119
C 2.399859 0.096176 1.817165 0.126 -0.114 0.021
C 3.700421 0.389379 2.141627 -0.039 -0.010 -0.031
C 4.613201 0.569849 1.104683 -0.006 0.009 0.015
C 4.191435 0.446201 -0.213046 -0.032 -0.001 -0.010
C 2.868094 0.157137 -0.474892 0.042 0.068 0.002
N 1.983610 -0.003157 0.532582 -0.053 -0.165 -0.054
H -3.200156 -2.573545 3.429351 0.000 0.000 0.001
H -4.592797 -3.720045 1.664453 -0.002 0.003 0.000
H -3.924080 -3.495803 -0.729231 -0.002 0.001 0.003
H -1.941227 -2.123113 -1.304576 -0.005 -0.003 0.001
H 3.978502 0.451743 3.185389 -0.001 0.003 0.001
H 5.648825 0.793065 1.325727 0.000 0.003 0.000
H 4.879651 0.570079 -1.037022 0.000 -0.007 -0.001
H 2.488318 0.057281 -1.482161 0.007 -0.004 0.004
F 1.160980 1.285766 -4.084708 0.042 0.017 0.022
C 0.086563 0.574833 -4.369344 -0.052 0.010 -0.071
F -0.652754 1.168365 -5.268453 0.008 -0.007 0.005
F 0.417483 -0.642861 -4.736600 -0.006 -0.015 0.013
S -0.919415 0.410969 -2.810852 0.184 -0.142 0.254
O 0.077845 -0.173560 -1.825471 -0.111 -0.013 -0.255
O -2.058863 -0.412376 -3.001359 0.007 -0.006 -0.064
N -1.168055 1.905114 -2.436585 -0.119 0.162 0.296
S -1.535510 2.417799 -1.018750 -0.006 0.038 -0.382
O -2.792945 3.011701 -0.820383 -0.029 -0.045 0.021
O -1.224809 1.330954 0.044245 0.246 -0.055 -0.118
C -0.169795 3.614822 -0.632677 0.023 0.025 0.002
F 0.965149 2.899155 -0.614098 0.021 -0.019 -0.008
F -0.119046 4.525357 -1.564707 -0.002 0.005 -0.001
F -0.389955 4.129279 0.550695 -0.002 0.020 0.020
```
Positions in Å, forces in eV/Å.

Output
energy relative to the best compared isomer or geometry (same formula, charge and spin) = 0.000 eV
spin multiplicity = 3
charge = +2
Kohn-Sham gap (alpha / beta) = 0.26224 / 0.29632 Eh
⟨S²⟩ = 2.01

***

4.
This record from the Open Molecules 2025 dataset describes C14H9BF5MoN13S as an isolated structure in a non-equilibrium geometry. The level of theory is ωB97M-V/def2-TZVPD.

The geometry in XYZ format:
```
44
Properties=species:S:1:pos:R:3:forces:R:3
Mo -10.763221 13.320084 3.352448 0.881 -0.469 4.511
B -13.067874 15.951624 3.115102 0.052 2.573 0.722
N -12.148404 15.574906 1.954574 0.103 0.630 -1.791
C -12.118468 16.374477 0.845433 0.786 -1.648 0.959
C -10.927732 16.100359 0.155111 0.478 -0.132 -0.393
C -10.256908 15.146389 0.918148 -0.873 -0.302 0.360
N -11.036295 14.770250 1.984248 -0.240 2.035 -1.460
N -13.415743 14.813912 4.029071 0.177 0.177 0.911
C -14.300708 14.913124 5.036475 0.620 -1.822 -1.070
C -14.344478 13.679193 5.680713 0.581 -1.548 0.054
C -13.404390 12.882666 5.018546 1.037 1.096 -0.126
N -12.729493 13.645247 4.086360 -1.456 -0.833 0.025
H -14.076611 16.488178 2.667218 0.302 -0.511 -0.019
H -12.511876 16.830607 3.828236 -0.147 -0.694 -0.646
H -12.944348 17.046238 0.634778 0.299 -0.189 0.133
H -10.602111 16.461028 -0.838698 -0.283 -0.066 1.042
H -9.293531 14.660643 0.796231 -0.372 0.203 -0.228
H -14.925325 15.759650 5.139001 -0.238 0.741 0.059
H -14.910231 13.296279 6.535642 0.034 0.591 -0.564
H -13.053976 11.873511 5.116556 -0.155 -0.259 0.506
N -8.716113 13.074219 6.589119 0.881 0.320 0.333
C -9.433023 11.927722 6.208621 -0.506 0.910 -1.378
N -9.286175 10.713249 6.685052 0.031 0.677 0.208
N -10.173503 9.957905 5.995095 0.117 0.349 -0.227
N -10.781821 10.673465 5.123831 -0.659 -0.263 -0.102
N -10.389993 11.960504 5.204272 1.089 -0.260 0.084
C -8.863796 14.300418 5.940598 -0.768 -0.964 0.226
N -8.435044 15.524094 6.229338 -0.736 -1.305 -0.466
N -9.053388 16.321010 5.275563 1.053 0.008 0.819
N -9.740465 15.624231 4.492891 -0.712 1.348 -0.990
N -9.706441 14.344654 4.847131 0.220 -0.923 -0.947
H -7.922108 12.941457 7.240246 -1.002 0.201 -0.678
F -4.639368 11.224037 -0.247570 -0.867 0.607 0.686
C -5.790659 11.536827 0.379056 0.483 -0.390 0.210
C -5.991705 11.249168 1.727495 1.428 -0.638 0.679
F -4.919321 10.881293 2.478589 -0.983 0.141 -0.634
C -7.245036 11.275581 2.294768 -0.626 -0.033 0.923
F -7.387103 10.919635 3.584906 0.167 0.118 -0.722
C -8.377017 11.688370 1.579926 -0.179 1.034 -1.046
S -10.075918 11.454846 2.082621 0.144 0.087 0.396
C -8.123335 12.200375 0.298363 0.606 -0.284 -0.192
F -9.111111 12.734630 -0.451142 0.604 -0.569 0.360
C -6.843040 12.089049 -0.297083 -1.380 0.152 -0.643
F -6.710761 12.395436 -1.588813 0.009 0.107 0.113
```
Positions in Å, forces in eV/Å.

Output
spin multiplicity = 3
charge = 0
Kohn-Sham gap (alpha / beta) = 0.21987 / 0.24169 Eh
⟨S²⟩ = 2.02